{
  "formula": "C13H23Cl18F3O2",
  "method": "the ωB97M-V functional and the def2-TZVPD basis",
  "smiles": "CCOC(=O)C(F)(F)F.ClCCl.ClCCl.ClCCl.ClCCl.ClCCl.ClCCl.ClCCl.ClCCl.ClCCl",
  "total_charge": 0,
  "lumo_energy_ev": 0.073,
  "species": ["C", "C", "O", "C", "O", "C", "F", "F", "F", "H", "H", "H", "H", "H", "Cl", "C", "Cl", "H", "H", "Cl", "C", "Cl", "H", "H", "Cl", "C", "Cl", "H", "H", "Cl", "C", "Cl", "H", "H", "Cl", "C", "Cl", "H", "H", "Cl", "C", "Cl", "H", "H", "Cl", "C", "Cl", "H", "H", "Cl", "C", "Cl", "H", "H", "Cl", "C", "Cl", "H", "H"],
  "xyz": [[0.699, 2.110, -0.743], [1.111, 0.683, -0.473], [0.188, -0.349, -1.149], [-0.947, -0.579, -0.608], [-1.453, 0.013, 0.332], [-1.716, -1.777, -1.177], [-1.004, -2.462, -2.067], [-2.136, -2.606, -0.240], [-2.839, -1.312, -1.806], [1.588, 2.677, -0.461], [-0.159, 2.435, -0.185], [0.583, 2.267, -1.809], [1.038, 0.444, 0.585], [2.079, 0.369, -0.814], [2.015, 0.162, -6.566], [1.870, 0.646, -4.867], [3.289, 0.198, -3.935], [1.745, 1.702, -4.800], [1.067, 0.036, -4.443], [-2.828, 4.173, -0.999], [-3.568, 2.598, -0.708], [-5.344, 2.712, -0.795], [-3.247, 1.903, -1.463], [-3.258, 2.266, 0.256], [2.166, -6.111, -2.324], [2.000, -4.598, -1.344], [2.789, -3.296, -2.240], [0.924, -4.398, -1.280], [2.485, -4.797, -0.400], [2.305, 5.209, 1.321], [1.136, 6.090, 0.410], [1.881, 7.541, -0.420], [0.709, 5.506, -0.399], [0.327, 6.491, 1.055], [-0.347, -5.067, 1.790], [-0.441, -3.396, 2.502], [0.898, -2.457, 1.944], [-1.407, -2.988, 2.294], [-0.324, -3.559, 3.574], [3.024, 1.828, 2.567], [2.309, 1.731, 4.188], [1.283, 0.292, 4.472], [3.063, 1.749, 4.944], [1.638, 2.545, 4.292], [4.724, 3.468, -1.871], [5.605, 2.587, -0.622], [4.867, 1.040, -0.418], [6.601, 2.538, -0.998], [5.450, 3.191, 0.288], [-5.367, 1.051, 2.774], [-4.123, -0.285, 2.672], [-4.788, -1.761, 2.005], [-3.315, 0.118, 2.091], [-3.871, -0.527, 3.702], [-3.825, -7.296, 0.568], [-4.053, -5.502, 0.472], [-5.792, -5.140, 0.197], [-3.822, -5.066, 1.444], [-3.482, -5.040, -0.314]],
  "atomic_forces_ev_per_a": [[1.25, -0.61, -0.49], [-1.74, -1.03, 0.35], [1.74, 0.77, -0.45], [-1.19, 0.56, 2.21], [0.29, -0.29, -0.67], [-0.81, 0.42, -1.40], [0.05, -0.13, -0.05], [0.15, -0.24, 0.58], [0.73, -0.14, 0.27], [-0.11, 0.36, 0.17], [-0.36, 0.02, 0.19], [-0.25, 0.10, -0.20], [-0.02, 0.03, 0.10], [0.28, 0.17, -0.53], [0.01, 0.18, 0.00], [-0.18, -1.41, -0.01], [0.49, 0.05, 0.25], [-0.27, 0.58, 0.00], [-0.06, 0.59, -0.15], [0.22, 0.12, -0.07], [-0.59, 0.27, -0.41], [0.34, -0.13, 0.12], [0.11, -0.11, -0.27], [-0.03, -0.21, 0.66], [-0.16, 0.23, 0.42], [-0.33, -0.71, -1.08], [-0.06, 0.25, 0.38], [0.52, 0.04, 0.20], [-0.02, 0.27, 0.12], [0.30, -0.44, 0.34], [-0.83, 1.65, -0.62], [-0.32, -0.65, 0.43], [0.14, -0.24, 0.16], [0.71, -0.37, -0.32], [-0.33, 0.55, 0.11], [0.37, -1.78, 0.78], [0.27, 0.68, -0.38], [-0.32, 0.41, -0.46], [-0.06, 0.17, -0.20], [-0.03, -0.28, 0.28], [-0.54, -0.59, -0.28], [0.39, 0.11, -0.25], [0.53, -0.06, 0.18], [-0.35, 0.82, 0.05], [-0.32, 0.52, -0.54], [-1.04, 1.40, 0.25], [0.00, -1.07, 0.34], [0.73, -0.32, 0.29], [0.56, -0.52, -0.33], [0.57, -0.65, -0.13], [-1.03, 0.63, 0.90], [0.00, -0.11, -0.41], [0.33, -0.21, -0.27], [0.24, 0.29, -0.18], [0.18, 1.05, -0.17], [-1.00, -0.53, 0.70], [0.50, 0.02, -0.05], [0.16, -0.24, -0.17], [0.21, -0.26, -0.29]]
}

{
  "formula": "C45H41F19N2O16S2",
  "method": "the ωB97M-V functional and the def2-TZVPD basis",
  "total_charge": 0,
  "lumo_energy_ev": -0.863,
  "species": ["C", "C", "C", "C", "C", "C", "N", "S", "N", "C", "C", "C", "F", "F", "C", "C", "C", "C", "C", "C", "F", "F", "F", "C", "C", "C", "C", "C", "C", "C", "F", "F", "C", "F", "F", "S", "F", "F", "F", "F", "F", "O", "C", "C", "C", "C", "C", "C", "C", "H", "H", "H", "H", "H", "H", "H", "H", "H", "H", "H", "H", "H", "H", "H", "H", "H", "H", "H", "H", "H", "H", "H", "H", "H", "H", "C", "C", "O", "C", "O", "O", "F", "H", "H", "H", "C", "C", "O", "C", "O", "O", "F", "H", "H", "H", "C", "C", "O", "C", "O", "O", "F", "H", "H", "H", "C", "C", "O", "C", "O", "O", "F", "H", "H", "H", "C", "C", "O", "C", "O", "O", "F", "H", "H", "H"],
  "xyz": [[4.648, -2.407, 1.323], [3.301, -2.449, 0.620], [2.325, -1.400, 1.123], [2.430, -0.029, 0.498], [3.519, 0.315, -0.232], [3.584, 1.589, -0.840], [4.587, 2.050, -1.586], [4.157, 3.529, -2.047], [2.735, 3.644, -1.348], [2.504, 2.508, -0.689], [1.360, 2.154, 0.081], [0.214, 3.135, 0.213], [-0.222, 3.213, 1.514], [0.655, 4.407, -0.066], [-0.966, 2.867, -0.693], [-2.004, 3.791, -0.688], [-3.115, 3.612, -1.488], [-3.194, 2.496, -2.310], [-2.159, 1.580, -2.314], [-2.223, 0.380, -3.215], [-3.487, -0.018, -3.437], [-1.673, 0.640, -4.420], [-1.556, -0.668, -2.701], [-1.039, 1.765, -1.520], [1.322, 0.920, 0.660], [0.133, 0.447, 1.461], [-0.896, -0.357, 0.632], [-1.566, -1.528, 1.380], [-2.953, -1.143, 1.930], [-4.094, -2.009, 1.415], [-5.147, -1.948, 2.265], [-3.720, -3.308, 1.319], [-4.571, -1.475, 0.030], [-3.520, -1.129, -0.719], [-5.281, -0.363, 0.273], [-5.658, -2.642, -1.027], [-6.183, -3.388, 0.257], [-6.906, -1.658, -0.951], [-5.188, -1.886, -2.352], [-4.449, -3.647, -1.171], [-6.529, -3.605, -1.921], [2.693, -3.715, 0.866], [2.757, -4.600, -0.235], [1.591, -4.348, -1.163], [0.308, -4.381, -0.631], [-0.792, -4.106, -1.422], [-0.614, -3.793, -2.762], [0.658, -3.769, -3.299], [1.761, -4.050, -2.505], [5.079, -1.406, 1.314], [5.357, -3.099, 0.876], [4.472, -2.660, 2.363], [3.418, -2.308, -0.460], [1.333, -1.790, 0.908], [2.401, -1.322, 2.210], [4.359, -0.350, -0.370], [-1.940, 4.660, -0.049], [-3.911, 4.340, -1.480], [-4.057, 2.355, -2.945], [-0.242, 1.035, -1.549], [-0.373, 1.265, 1.957], [0.490, -0.195, 2.255], [-1.670, 0.311, 0.258], [-0.384, -0.779, -0.236], [-1.639, -2.345, 0.671], [-0.944, -1.830, 2.219], [-2.981, -1.277, 3.010], [-3.199, -0.103, 1.726], [2.721, -5.615, 0.159], [3.703, -4.485, -0.772], [0.170, -4.616, 0.417], [-1.782, -4.133, -0.990], [-1.477, -3.575, -3.375], [0.779, -3.536, -4.348], [2.757, -4.028, -2.926], [1.724, 2.852, 4.921], [0.942, 1.562, 5.040], [1.693, 0.693, 4.209], [2.988, 1.127, 4.200], [3.903, 0.498, 3.791], [3.058, 2.378, 4.701], [-0.313, 1.683, 4.540], [1.388, 3.419, 4.057], [1.683, 3.477, 5.808], [0.878, 1.139, 6.043], [-7.794, 0.060, -3.445], [-8.322, -0.849, -4.530], [-8.708, 0.071, -5.534], [-7.934, 1.187, -5.399], [-7.830, 2.041, -6.210], [-7.295, 1.167, -4.204], [-9.406, -1.557, -4.130], [-8.594, 0.404, -2.787], [-7.012, -0.386, -2.844], [-7.585, -1.540, -4.942], [4.278, -6.738, 5.318], [4.183, -6.945, 3.821], [4.381, -5.638, 3.322], [5.129, -4.949, 4.231], [5.668, -3.919, 4.017], [5.171, -5.624, 5.406], [2.963, -7.392, 3.437], [3.308, -6.464, 5.734], [4.679, -7.593, 5.853], [4.945, -7.607, 3.405], [4.983, 5.020, 2.849], [3.640, 5.647, 2.538], [3.811, 6.976, 2.976], [5.144, 7.276, 2.891], [5.593, 8.366, 2.952], [5.862, 6.141, 2.716], [2.631, 5.069, 3.247], [5.013, 4.648, 3.873], [5.264, 4.226, 2.164], [3.368, 5.644, 1.481], [0.653, 4.520, -3.539], [-0.681, 4.527, -4.249], [-0.306, 4.752, -5.597], [0.958, 4.266, -5.765], [1.473, 4.072, -6.812], [1.530, 4.026, -4.560], [-1.484, 5.537, -3.833], [0.950, 5.529, -3.251], [0.685, 3.877, -2.670], [-1.235, 3.588, -4.187]],
  "atomic_forces_ev_per_a": [[-0.35, 0.29, -0.02], [0.14, 0.13, -0.07], [-0.25, 0.28, -0.03], [-0.25, 0.17, 0.04], [0.19, -0.04, -0.05], [-0.20, -0.11, 0.14], [0.13, 0.23, -0.11], [0.30, -0.34, -0.08], [-0.22, 0.53, -0.03], [0.36, 0.02, -0.26], [-0.06, 0.25, 0.30], [0.21, 0.12, -0.35], [-0.01, 0.28, 0.02], [-0.13, -0.09, 0.22], [-0.08, 0.15, 0.11], [-0.07, 0.17, 0.16], [0.05, -0.07, -0.08], [-0.15, 0.09, 0.00], [-0.10, -0.11, -0.14], [0.05, -0.03, -0.10], [0.07, 0.06, -0.06], [-0.04, -0.02, 0.05], [-0.02, 0.04, -0.06], [0.22, -0.01, -0.19], [0.17, -0.57, 0.21], [-0.46, -0.28, 0.09], [0.42, -0.42, 0.04], [-0.12, 0.93, -0.18], [0.00, -0.58, 0.32], [0.30, 0.18, -0.16], [-0.01, -0.02, -0.07], [0.00, 0.06, 0.08], [-0.51, 0.04, 0.06], [0.07, -0.26, 0.07], [0.12, 0.02, -0.12], [-0.17, 0.26, -0.27], [0.05, -0.10, 0.09], [-0.04, -0.02, 0.16], [-0.03, -0.08, 0.02], [0.15, -0.03, 0.06], [0.06, -0.06, -0.01], [0.25, -0.22, 0.14], [-0.16, 0.11, -0.15], [0.19, -0.11, 0.13], [-0.18, 0.02, 0.06], [0.09, 0.03, 0.06], [-0.21, -0.02, 0.05], [-0.07, 0.00, -0.27], [0.00, 0.05, 0.05], [0.05, 0.02, -0.06], [0.03, -0.13, 0.07], [0.19, -0.15, 0.08], [-0.03, -0.09, -0.07], [-0.17, -0.11, 0.01], [0.02, 0.03, 0.08], [-0.02, -0.03, 0.00], [0.04, 0.04, 0.05], [-0.06, 0.04, -0.01], [-0.06, -0.08, -0.04], [0.02, 0.07, -0.01], [0.09, -0.04, 0.02], [0.15, -0.11, 0.14], [0.05, -0.09, -0.07], [-0.06, 0.05, -0.10], [-0.06, -0.27, 0.17], [0.12, -0.26, -0.07], [-0.06, 0.06, 0.07], [-0.02, 0.10, 0.02], [-0.03, -0.03, 0.11], [0.07, -0.03, -0.03], [0.05, 0.00, 0.08], [-0.13, -0.03, -0.01], [0.00, 0.04, -0.09], [0.11, 0.03, -0.04], [0.07, 0.01, -0.05], [-0.08, 0.12, 0.22], [0.12, 0.05, -0.26], [0.03, -0.19, 0.39], [-0.06, 0.14, -0.27], [0.02, -0.04, -0.05], [-0.05, 0.04, 0.06], [0.01, -0.05, -0.02], [-0.11, -0.05, -0.07], [0.16, -0.05, 0.03], [-0.09, 0.00, 0.00], [0.06, 0.08, 0.17], [-0.17, 0.09, 0.00], [0.24, -0.10, -0.07], [-0.07, 0.06, 0.00], [-0.04, 0.02, 0.01], [0.02, -0.08, 0.05], [-0.02, 0.06, -0.02], [-0.12, -0.09, -0.09], [0.19, 0.14, -0.16], [-0.05, -0.09, 0.04], [0.03, -0.06, 0.12], [-0.10, 0.12, 0.00], [0.23, -0.13, -0.05], [-0.09, 0.01, 0.02], [0.02, -0.01, 0.12], [-0.04, -0.04, -0.03], [-0.01, 0.06, 0.01], [-0.05, -0.02, -0.08], [0.14, 0.08, 0.01], [-0.08, -0.08, -0.04], [0.07, -0.10, -0.03], [0.03, 0.00, 0.07], [0.03, 0.01, -0.24], [0.02, -0.06, 0.09], [0.00, 0.04, 0.05], [-0.05, -0.04, -0.01], [0.04, 0.14, -0.01], [-0.10, -0.01, 0.01], [0.10, 0.10, -0.08], [-0.14, -0.08, 0.02], [0.00, -0.06, 0.09], [0.08, 0.13, -0.15], [-0.04, -0.26, 0.03], [0.03, 0.07, 0.01], [0.03, 0.05, -0.03], [-0.12, 0.07, 0.07], [0.03, 0.03, -0.03], [-0.07, 0.03, -0.02], [0.07, -0.08, -0.07], [-0.09, 0.05, 0.07]]
}

{
  "formula": "C8H28B2O30",
  "method": "the ωB97M-V functional and the def2-TZVPD basis",
  "de_lowest_kj_mol": 21.4,
  "total_charge": -2,
  "lumo_energy_ev": 3.809,
  "species": ["O", "C", "O", "B", "O", "C", "O", "O", "C", "O", "C", "O", "O", "O", "C", "O", "B", "O", "C", "O", "O", "C", "O", "C", "O", "O", "O", "H", "H", "O", "H", "H", "O", "H", "H", "O", "H", "H", "O", "H", "H", "O", "H", "H", "O", "H", "H", "O", "H", "H", "O", "H", "H", "O", "H", "H", "O", "H", "H", "O", "H", "H", "O", "H", "H", "O", "H", "H"],
  "xyz": [[-17.633, 33.832, 11.160], [-18.265, 33.327, 10.264], [-19.510, 32.924, 10.326], [-19.907, 32.422, 8.985], [-18.760, 32.692, 8.114], [-17.785, 33.225, 8.802], [-16.719, 33.635, 8.425], [-21.166, 33.015, 8.522], [-22.016, 32.047, 8.185], [-23.166, 32.261, 7.905], [-21.399, 30.698, 8.667], [-20.167, 30.968, 9.001], [-21.946, 29.640, 8.577], [-20.105, 31.230, 4.549], [-20.838, 30.296, 4.736], [-21.976, 30.055, 4.133], [-22.537, 28.749, 4.569], [-21.577, 28.272, 5.568], [-20.634, 29.180, 5.783], [-19.772, 29.087, 6.604], [-23.885, 28.845, 5.135], [-24.777, 28.311, 4.313], [-25.955, 28.272, 4.485], [-23.953, 27.687, 3.134], [-22.684, 27.856, 3.399], [-24.419, 27.067, 2.220], [-21.259, 30.940, 12.554], [-21.894, 30.702, 11.863], [-21.189, 31.914, 12.479], [-14.292, 34.596, 10.663], [-15.027, 34.615, 10.038], [-14.518, 33.864, 11.267], [-20.872, 35.355, 6.507], [-21.291, 35.935, 7.153], [-20.418, 34.690, 7.040], [-25.886, 30.650, 6.537], [-25.305, 30.455, 7.281], [-26.011, 29.800, 6.094], [-23.748, 35.854, 8.041], [-23.653, 36.189, 7.144], [-23.470, 34.930, 7.985], [-21.495, 33.654, 12.445], [-20.769, 34.277, 12.575], [-22.290, 34.157, 12.650], [-22.965, 26.630, 8.116], [-22.881, 27.575, 7.930], [-23.223, 26.245, 7.274], [-18.780, 36.140, 12.397], [-17.991, 36.680, 12.495], [-18.466, 35.346, 11.933], [-25.273, 32.217, 10.238], [-25.861, 32.874, 9.852], [-24.549, 32.143, 9.604], [-22.222, 33.295, 4.745], [-21.367, 32.888, 4.548], [-22.124, 33.627, 5.644], [-15.379, 32.862, 12.549], [-15.265, 32.456, 13.413], [-16.204, 32.494, 12.210], [-25.170, 33.226, 5.759], [-25.575, 32.362, 5.960], [-24.278, 33.153, 6.113], [-23.718, 29.887, 11.182], [-24.366, 30.563, 10.934], [-23.539, 29.397, 10.368], [-18.535, 31.846, 13.396], [-18.702, 32.658, 12.906], [-19.415, 31.467, 13.549]],
  "atomic_forces_ev_per_a": [[-0.10, -0.20, 0.21], [-0.35, 0.47, -0.26], [0.20, -0.04, -0.16], [-0.12, -0.92, 0.04], [-0.15, 0.24, -0.47], [0.78, 0.33, 0.36], [-0.41, -0.27, -0.06], [0.37, 0.00, -0.66], [-0.60, 0.59, 2.20], [-0.01, -0.22, -0.59], [0.35, 0.40, -1.72], [0.10, -0.11, 0.75], [-0.33, -0.23, 0.50], [0.03, 0.04, -0.02], [-0.16, 0.20, 0.42], [-0.33, -0.08, -0.33], [0.66, 0.22, 0.10], [-0.51, -0.26, -0.08], [0.46, -0.62, -0.02], [0.07, 0.32, -0.19], [-0.35, 0.14, 0.01], [1.25, 0.04, -0.17], [-0.60, 0.05, 0.09], [-0.75, -0.56, 0.15], [0.37, 0.26, 0.09], [-0.05, 0.13, -0.12], [0.22, 0.51, 0.00], [-0.16, -0.28, 0.20], [-0.29, -0.58, -0.02], [0.03, -0.13, -0.04], [0.03, -0.10, 0.02], [-0.02, 0.39, -0.12], [0.01, 0.11, 0.10], [0.03, -0.11, 0.08], [-0.04, 0.01, -0.02], [-0.31, -0.27, 0.35], [0.12, 0.08, -0.12], [0.06, 0.06, -0.20], [0.26, 0.05, 0.05], [-0.16, -0.16, -0.05], [-0.11, 0.00, -0.03], [0.11, 0.57, 0.13], [-0.03, 0.02, -0.12], [-0.04, -0.12, -0.02], [-0.23, 0.01, 0.07], [0.25, -0.03, -0.01], [0.07, 0.08, -0.04], [-0.18, -0.08, -0.04], [0.02, -0.05, 0.01], [0.16, 0.07, 0.11], [0.10, -0.04, 0.05], [0.00, -0.06, -0.05], [0.03, 0.18, -0.24], [0.00, -0.13, 0.04], [-0.08, -0.07, -0.02], [0.20, 0.29, -0.13], [0.07, -0.35, 0.23], [-0.03, -0.01, -0.04], [-0.07, 0.17, 0.07], [-0.39, 0.15, 0.18], [0.30, 0.18, -0.11], [-0.02, -0.20, -0.22], [0.01, 0.12, -0.21], [-0.02, -0.15, 0.15], [0.06, 0.03, 0.05], [-0.02, 0.08, 0.31], [0.06, -0.02, -0.08], [0.19, -0.15, -0.32]]
}

| no. | orbital gap (Eh) | electronic energy (a.u.) |
| --- | --- | --- |
| 1 | 0.4013 | -9242.6537 |
| 2 | 0.3130 | -5746.6272 |
| 3 | 0.3491 | -2629.2493 |